A cluster of 12 separate species, C59H136BrN11O11 in total. Source: the OMol25 dataset; level of theory: ωB97M-V with the def2-TZVPD basis set.

Structure (XYZ):
```
218
Properties=species:S:1:pos:R:3:forces:R:3:mulliken_charge:R:1
C -6.2863 -4.3551 4.7390 1.641 0.005 -1.735 -0.92
C -5.8728 -4.4899 3.2402 -4.873 -3.385 -0.919 0.57
O -6.4575 -5.1099 2.3528 3.652 3.088 3.081 -0.33
N -4.6679 -3.5414 2.9058 1.206 -0.031 -1.132 -0.12
H -4.9878 -2.6481 2.5597 -0.923 0.070 -0.760 0.36
H -4.1049 -3.2051 3.6740 -0.280 -0.702 1.131 0.36
C -3.6395 -4.1162 1.9437 -0.987 -0.013 -0.220 -0.70
H -6.7724 -3.3795 4.7446 -0.238 0.031 0.537 0.31
H -5.3304 -4.3444 5.2627 -0.093 0.292 0.513 0.30
H -6.8821 -5.1580 5.1732 -0.293 0.028 -0.621 0.37
H -2.9638 -3.2855 1.7402 0.403 -0.454 0.047 -0.15
H -4.1215 -4.4278 1.0170 -0.222 0.099 0.136 0.48
H -3.2282 -5.0139 2.4052 0.321 0.324 0.022 0.51
C -0.1524 5.3421 -2.3108 -0.615 0.803 -0.203 0.74
C 0.3025 6.7185 -2.7139 3.077 0.202 0.228 0.35
O 1.4565 7.0805 -2.7519 -3.030 -0.323 -0.059 -0.41
N -0.8270 7.6852 -3.0828 -0.938 0.356 1.215 -0.03
H -0.8363 7.9258 -4.0636 0.798 0.803 -0.758 0.39
H -1.6778 7.1425 -3.0400 -0.520 -0.117 0.329 0.28
C -0.8721 8.9421 -2.1287 0.873 -0.528 -0.511 -0.74
H 0.6830 4.8132 -1.8521 -0.284 -0.042 -0.422 -0.68
H -0.5947 4.8597 -3.1825 0.536 -0.459 -0.272 0.55
H -1.0126 5.3749 -1.6422 0.113 0.215 0.450 -0.44
H -1.6177 9.7075 -2.3439 0.058 -0.272 -0.969 0.39
H 0.1500 9.2977 -2.2588 -0.227 0.485 0.421 0.38
H -1.0854 8.6370 -1.1043 0.525 -0.482 -0.221 0.21
C -4.3224 4.6765 1.8146 0.903 1.187 -0.026 -1.26
C -3.3664 5.3327 0.7963 1.480 -1.912 -0.223 0.28
O -2.1957 5.0521 0.6032 -2.773 0.726 0.548 -0.28
N -3.9411 6.4046 -0.0882 0.023 2.145 0.864 0.08
H -3.8896 6.2599 -1.0864 0.533 -0.551 -0.471 0.35
H -4.9265 6.5548 0.0747 -0.792 -0.136 0.248 0.43
C -3.2978 7.7794 0.2900 1.043 -0.178 0.546 -0.94
H -4.3249 5.3170 2.6965 0.123 0.449 0.162 0.51
H -3.8831 3.7540 2.1940 -0.160 -0.085 -0.493 0.12
H -5.3814 4.6435 1.5585 0.158 -0.303 -0.482 0.54
H -2.2366 7.6270 0.4868 -0.106 -0.521 0.124 0.40
H -3.7501 8.1010 1.2282 -0.241 0.198 -0.317 0.38
H -3.2820 8.5428 -0.4878 -1.100 -0.313 -0.145 0.47
C -3.8096 3.8394 7.2483 -0.254 -0.945 -0.609 -1.13
C -3.6168 2.7868 6.1761 3.645 2.542 -0.218 0.49
O -2.8414 2.8800 5.2236 -2.776 -1.326 2.027 -0.37
N -4.2622 1.4812 6.5578 0.352 -0.747 -2.303 -0.16
H -3.8151 1.1030 7.3807 0.767 -0.288 0.444 0.41
H -5.1721 1.6946 6.9405 -1.210 -0.008 -0.250 0.41
C -4.2132 0.5100 5.3503 -0.586 0.193 1.440 -0.71
H -4.7068 4.3945 6.9746 -0.141 0.384 0.219 0.39
H -2.9432 4.4940 7.3427 -0.141 0.009 -0.274 0.35
H -3.9947 3.3398 8.1992 -0.145 0.184 0.207 0.46
H -4.6243 -0.4431 5.6830 -0.076 0.125 0.005 0.51
H -3.1650 0.3988 5.0729 -0.250 0.253 -0.021 0.07
H -4.8335 0.9412 4.5645 0.215 -0.043 0.079 0.36
C -0.0986 0.1767 6.0792 0.671 -0.201 -0.446 -0.12
C 0.9087 -0.8087 6.7425 2.196 2.906 2.585 0.25
O 1.9561 -0.4448 7.2920 -3.944 -1.856 -2.607 -0.42
N 0.4559 -2.2574 6.9252 0.136 2.318 0.252 -0.11
H -0.4003 -2.4014 6.4092 -0.189 -0.273 -0.194 0.34
H 1.2146 -2.7540 6.4802 0.375 -1.117 0.396 0.40
C 0.2126 -2.5419 8.4202 0.559 -0.747 -0.150 -0.77
H 0.4182 0.7330 5.2972 0.390 -0.227 -0.064 -0.49
H -0.4284 1.0027 6.7093 0.196 -0.409 0.726 0.55
H -0.9756 -0.2408 5.5844 0.069 -0.507 0.255 0.00
H 1.1647 -2.4096 8.9342 -0.024 -0.325 -0.061 0.37
H -0.1508 -3.5693 8.3970 0.116 0.072 0.632 0.40
H -0.5026 -1.8503 8.8654 -0.138 0.036 -0.492 0.35
C 0.5469 3.5142 0.5753 0.841 -0.791 -0.099 -1.99
C 0.4449 2.3758 1.6330 1.178 1.284 -1.001 1.64
C -1.0011 2.2054 1.9754 -1.566 -0.255 -0.219 -1.15
C -1.4163 0.8583 2.5147 0.466 0.335 0.896 0.62
C -1.0754 -0.2400 1.5439 0.638 0.227 0.500 0.22
C 0.4955 -0.3449 1.2861 -1.071 -0.585 -1.167 1.72
N 1.1066 1.1010 1.0835 5.581 0.100 -3.514 1.45
O 2.2997 1.1937 0.4248 -7.775 -0.543 4.500 -0.17
C 0.5945 -1.0891 -0.0823 1.375 0.751 0.465 -2.23
C 1.3390 -1.0225 2.4070 0.524 1.007 0.219 -0.92
C 1.2205 2.8006 2.8627 0.927 -0.654 1.136 -1.23
H 0.0868 4.4171 0.9767 -0.410 -0.352 -0.128 0.47
H 0.1232 3.0982 -0.3388 -0.425 0.497 -0.211 0.44
H 1.5685 3.8109 0.3380 0.202 -0.341 0.209 0.38
H -1.6214 2.4284 1.1072 0.128 -0.094 -0.388 -0.49
H -1.2772 2.9990 2.6696 0.259 -0.006 0.171 1.00
H -2.4406 0.8852 2.8865 -0.296 -0.056 -0.565 0.59
H -0.8702 0.6886 3.4426 0.291 -0.169 0.121 -1.12
H -1.5934 -0.1329 0.5909 0.350 0.422 -0.169 -0.77
H -1.4943 -1.1705 1.9271 0.695 -0.441 0.110 0.30
H 1.6577 -1.1132 -0.3212 0.000 -0.677 -0.139 0.69
H 0.1501 -0.5577 -0.9239 -0.378 0.290 0.212 0.13
H 0.1524 -2.0803 0.0186 0.206 -0.010 0.090 0.39
H 1.2280 -2.0929 2.5800 -0.718 0.041 -0.454 -0.04
H 1.2250 -0.4903 3.3514 -0.446 -0.051 0.200 -0.04
H 2.4125 -0.9160 2.2510 0.045 0.104 -0.635 0.41
H 2.2711 3.0126 2.6647 -0.125 0.129 -0.288 0.35
H 1.2286 2.0166 3.6199 -0.089 -0.220 0.063 -0.41
H 0.7647 3.6508 3.3703 -0.090 0.165 -0.479 0.59
C 6.2661 2.3789 -5.7454 -0.812 0.790 0.056 -1.43
C 5.6192 1.6755 -4.4970 1.407 -1.126 1.761 1.37
C 6.6937 1.6577 -3.3573 1.031 0.309 0.169 -1.11
C 6.9427 2.9901 -2.7187 -0.235 0.827 1.396 -0.85
C 5.6605 3.5240 -2.0986 0.968 0.516 -1.037 -0.66
C 4.5351 3.6613 -3.1182 -2.067 0.491 2.547 1.57
N 4.4319 2.3929 -3.9435 -5.456 2.051 -7.478 0.87
O 3.2833 2.2953 -4.7407 6.788 0.279 5.624 -0.28
C 4.5701 4.9385 -3.9953 0.558 0.262 -1.399 -1.54
C 3.2314 3.6965 -2.2358 0.071 -0.271 -0.493 -2.21
C 5.1883 0.2692 -4.7897 -0.241 -1.130 -0.923 -1.81
H 6.6051 3.3877 -5.5098 -0.376 0.065 -0.060 0.32
H 5.5320 2.3654 -6.5510 0.109 0.214 -0.060 0.41
H 7.1859 1.8936 -6.0719 -0.230 -0.687 0.347 0.43
H 7.7039 1.4078 -3.6817 -0.350 -0.591 -0.987 0.46
H 6.5522 0.9526 -2.5381 -0.834 -0.372 -0.234 0.29
H 7.4947 3.7052 -3.3286 -0.271 0.031 -0.164 0.38
H 7.5371 2.8541 -1.8152 0.696 -0.243 -0.348 0.47
H 5.8508 4.5008 -1.6540 -0.190 0.140 -0.113 0.58
H 5.4202 2.8596 -1.2685 -0.496 -0.183 -0.101 -0.19
H 4.5937 5.9221 -3.5262 0.103 -0.481 1.303 0.40
H 3.7234 5.0924 -4.6643 -0.195 -0.857 -0.071 0.42
H 5.4591 5.0020 -4.6228 0.040 -0.378 -0.053 0.36
H 3.2924 4.4371 -1.4384 0.339 0.512 -0.444 0.60
H 3.1477 2.7694 -1.6687 -0.202 -0.380 -0.342 0.33
H 2.3555 3.8660 -2.8620 -0.028 -0.146 0.162 0.52
H 6.0641 -0.2665 -5.1562 0.122 -0.127 0.399 0.46
H 4.4660 0.1121 -5.5908 -0.068 0.644 -0.093 0.43
H 4.7578 -0.2211 -3.9166 0.328 -0.028 0.190 0.38
C 2.8422 -7.0098 -0.7470 0.838 -0.410 -0.066 -1.45
C 1.6368 -5.9769 -0.6545 1.305 1.241 -1.627 1.28
C 0.2825 -6.4574 -1.1526 -0.197 -0.294 1.538 -1.35
C -0.3244 -7.3977 -0.1356 -0.222 -0.863 -0.075 -1.38
C -0.5811 -6.6438 1.1495 0.934 0.600 0.328 -0.82
C 0.6820 -5.9893 1.8226 -1.896 0.119 -0.139 1.19
N 1.5756 -5.3772 0.7146 6.681 2.647 3.616 1.14
O 2.6857 -4.5814 1.1463 -7.462 -4.693 -2.867 -0.30
C 1.5533 -7.0306 2.5740 0.392 -0.048 -0.566 -1.44
C 0.1387 -4.9709 2.9075 1.649 0.660 -1.465 -1.70
C 2.0103 -4.8220 -1.6384 -0.374 0.486 0.133 -1.45
H 2.7888 -7.6040 -1.6593 -0.695 0.430 -0.475 0.44
H 3.0483 -7.8198 -0.0473 -0.801 0.382 0.809 0.36
H 3.7909 -6.4799 -0.8322 -0.193 0.330 0.188 0.45
H 0.3881 -6.8394 -2.1680 0.139 -0.251 0.266 0.67
H -0.4032 -5.6111 -1.1931 0.043 0.400 -0.325 0.39
H 0.3235 -8.2511 0.0647 -0.133 -0.227 -0.261 0.52
H -1.2780 -7.7386 -0.5386 0.046 -0.420 0.220 0.46
H -0.9765 -7.2022 1.9980 -0.272 -0.508 -0.399 0.59
H -1.3153 -5.8832 0.8838 -0.054 0.468 0.297 -0.03
H 1.7695 -7.9070 1.9631 -0.077 0.046 -0.013 0.37
H 0.9931 -7.3604 3.4490 -0.008 0.051 -0.019 0.48
H 2.5044 -6.5869 2.8682 -0.084 0.003 0.147 0.40
H 1.0701 -4.5355 3.2695 -0.209 0.148 0.798 0.52
H -0.5000 -5.3851 3.6876 0.514 -0.638 -0.163 0.51
H -0.4329 -4.1525 2.4700 -0.088 0.054 -0.454 0.12
H 1.6697 -5.0753 -2.6423 0.623 -0.583 0.013 0.39
H 3.0512 -4.4989 -1.6240 -0.164 -0.172 0.038 0.56
H 1.3403 -3.9820 -1.4550 0.122 0.373 0.457 0.10
C -2.1521 -6.5442 -4.2121 0.184 0.918 -0.491 -1.66
C -1.9431 -5.3989 -5.3445 -1.345 -1.486 1.589 1.00
C -3.2759 -4.6681 -5.4646 -0.269 0.239 0.669 -1.16
C -3.2413 -3.3383 -6.1675 0.982 1.141 -1.561 -1.09
C -2.1424 -2.4057 -5.5852 -1.800 0.983 0.804 -1.44
C -0.7875 -2.9578 -5.3441 0.129 0.501 2.063 1.83
N -0.9149 -4.3473 -4.8003 7.442 -5.445 -2.041 0.95
O 0.2536 -4.9387 -4.5225 -6.493 3.619 -0.398 -0.29
C -0.0888 -2.0973 -4.2221 0.807 0.927 -0.566 -2.12
C -0.0509 -2.9916 -6.6956 1.398 0.042 0.566 -1.42
C -1.4771 -6.0359 -6.6778 1.200 0.146 -1.142 -1.38
H -2.8158 -7.3389 -4.5528 0.007 0.238 -0.577 0.50
H -2.6834 -6.1030 -3.3687 0.118 0.192 0.118 0.40
H -1.2673 -7.0650 -3.8462 0.265 0.344 -0.382 0.39
H -3.6475 -4.4025 -4.4749 0.203 -0.258 0.541 0.34
H -4.0217 -5.3955 -5.7854 0.059 0.199 -0.634 0.56
H -4.2073 -2.8341 -6.1398 0.001 -0.057 0.369 0.54
H -3.0456 -3.3534 -7.2397 -0.021 -0.702 -0.167 0.46
H -2.5033 -1.9557 -4.6603 -0.270 -0.298 0.515 0.19
H -1.9326 -1.4860 -6.1313 -0.416 -0.184 -0.738 0.57
H 0.2062 -1.1273 -4.6224 -0.124 0.004 -0.740 0.55
H 0.8630 -2.4075 -3.7908 -0.103 -0.857 -0.262 0.47
H -0.6967 -1.7104 -3.4043 -0.693 -0.806 0.061 0.33
H -0.6795 -3.2309 -7.5533 0.109 -0.095 0.258 0.43
H 0.8617 -3.5831 -6.6213 -0.240 -0.440 -0.277 0.36
H 0.3514 -1.9817 -6.7760 -0.370 0.204 -0.332 0.50
H -1.3904 -5.4195 -7.5725 -0.505 0.876 0.360 0.32
H -2.1361 -6.8220 -7.0463 -0.543 -0.038 0.772 0.45
H -0.4863 -6.4880 -6.7226 0.118 -0.155 1.002 0.43
C 4.0626 1.3103 4.9615 -0.163 -1.125 0.265 -1.45
C 5.3603 1.7843 4.3391 -0.079 1.335 -0.379 0.07
C 5.5857 1.2589 2.8821 -0.383 -0.371 1.645 -0.43
O 6.7046 1.7802 2.3203 0.684 0.393 -1.265 -0.39
C 6.9976 1.1219 1.0598 1.299 -0.539 0.635 -0.61
N 5.1906 3.3528 4.3217 1.271 -1.381 0.779 -0.25
H 4.7084 3.4798 5.2000 -1.166 0.843 -0.165 0.32
H 6.0284 3.8804 4.5208 1.168 0.052 -0.464 0.39
H 4.8161 3.7027 3.4514 -0.594 0.299 0.080 0.25
H 4.1909 0.2543 5.1989 -0.365 -0.479 -0.937 0.44
H 3.2184 1.5895 4.3310 -0.061 -0.643 -0.305 0.09
H 3.7288 1.5655 5.9672 0.859 1.199 0.254 0.70
H 6.2052 1.6254 5.0092 0.158 -0.218 -0.303 0.61
H 4.7149 1.4657 2.2600 -0.767 0.237 -0.117 -0.06
H 5.6660 0.1736 2.9422 -0.123 -0.372 0.246 0.54
H 6.2675 1.2517 0.2609 -0.248 0.509 0.182 0.04
H 7.1343 0.0512 1.2120 -0.421 -0.252 0.328 0.41
H 8.0096 1.3914 0.7575 -0.279 0.685 -0.072 0.40
C -4.2999 2.4950 -0.7758 -0.345 -0.192 0.434 -1.33
C -4.7078 1.2749 -1.6334 0.551 -0.187 0.458 0.14
C -4.9964 1.7088 -3.0507 0.546 -1.921 -2.216 -1.09
O -4.9079 0.5488 -3.9843 -0.272 0.944 3.096 -0.36
C -4.3552 0.8796 -5.2216 0.468 0.958 -1.033 -0.65
N -3.4618 0.3120 -1.5599 -1.800 0.805 0.223 0.45
H -3.5671 -0.6019 -1.9768 -0.412 -0.048 -0.982 0.45
H -2.7210 0.8433 -1.9947 1.584 0.153 -0.615 -0.50
H -3.2685 0.1295 -0.5855 0.251 0.343 0.241 0.07
H -4.1467 2.2244 0.2690 -0.072 -0.251 0.173 0.33
H -5.0707 3.2654 -0.7527 -0.339 -0.262 -0.264 0.55
H -3.3841 3.0029 -1.0784 0.182 -0.376 -0.548 0.41
H -5.5212 0.6862 -1.2091 -0.081 0.239 0.047 0.54
H -4.2386 2.4347 -3.3457 0.049 0.186 -0.138 0.43
H -5.9957 2.1297 -3.1616 -0.026 0.154 0.320 0.51
H -4.4175 -0.0035 -5.8575 -0.066 0.250 -0.008 0.19
H -3.3312 1.2432 -5.1371 0.527 -0.441 0.220 0.25
H -4.8387 1.7466 -5.6720 -0.631 -0.307 -0.294 0.43
Br -0.5122 1.7615 -2.9463 -0.498 -0.246 0.951 -0.63
```
Positions in Å, forces in eV/Å.

Computed properties:
HOMO-LUMO gap   3.74 eV
Charge   +10
DFT total energy   -6327.8631 a.u.
Molar mass   1255.7 g/mol